No. 1
Computed, not measured: 12 unconnected molecules or ions with the total composition C19H56ClF3IO16PS3 at a distorted geometry, with wB97M-V/def2-TZVPD.

```
100
C19H56ClF3IO16PS3 (wB97M-V/def2-TZVPD)
C 4.6691 -3.2558 -0.5809
C 3.7626 -2.9119 -1.8782
S 2.6150 -1.5314 -1.3856
C 0.8850 -2.1639 -1.2054
C -0.0150 -1.3265 -0.1492
C -0.4204 0.0420 -0.8246
F -1.4120 0.7702 -0.1727
F 0.6911 0.9121 -0.8965
F -0.8511 -0.0811 -2.1615
C 0.8320 -1.0667 1.1787
I 1.8011 -2.8990 1.9505
C 0.0541 -0.4381 2.4202
Cl 0.4779 1.3684 2.4497
O -1.3762 -0.5159 2.4162
S -1.9721 -1.9808 1.9166
O -1.6790 -3.1152 2.8750
O -3.4686 -1.8736 1.8627
C -1.2209 -2.3123 0.2314
P -2.5603 -2.5444 -1.0828
O -1.9486 -3.0625 -2.5975
O -3.5018 -3.8779 -0.5302
S -3.7933 -1.0809 -1.3057
H 5.7004 -3.5490 -0.9430
H 4.7227 -2.3707 0.1265
H 4.1965 -4.1219 -0.0233
H 4.4235 -2.5272 -2.7114
H 3.1304 -3.7955 -2.1942
H 0.4267 -2.1784 -2.2452
H 0.9714 -3.2673 -0.8985
H 1.7082 -0.3626 0.9718
H 0.5170 -0.8776 3.3687
H -0.7365 -3.3483 0.3604
H -1.4172 -3.8687 -2.3811
H -2.9587 -4.3960 0.1074
C 1.9141 -7.1982 1.2763
O 1.1071 -6.0381 1.4444
H 2.6729 -6.9911 0.5221
H 2.4031 -7.4488 2.2208
H 1.2948 -8.0352 0.9447
H 0.4449 -6.2457 2.1149
C 7.7224 -0.5784 -0.5817
O 6.9878 -1.5972 0.0877
H 7.3633 -0.5020 -1.6076
H 7.5724 0.3783 -0.0742
H 8.7850 -0.8343 -0.5893
H 7.3235 -1.6447 0.9904
C -3.0399 0.1032 -5.0077
O -3.5760 -1.2086 -4.9161
H -3.5199 0.6221 -5.8370
H -3.2358 0.6462 -4.0792
H -1.9626 0.0486 -5.1896
H -3.1358 -1.6445 -4.1764
C -3.9209 -5.0673 5.3103
O -4.3826 -5.5657 4.0636
H -4.3271 -5.6881 6.1087
H -2.8288 -5.1066 5.3412
H -4.2612 -4.0375 5.4440
H -4.0103 -5.0001 3.3765
C -3.6873 3.5721 -0.9664
O -2.3994 3.3699 -0.4033
H -3.8718 4.6438 -1.0497
H -3.7296 3.1201 -1.9605
H -4.4450 3.1232 -0.3185
H -2.2610 2.4167 -0.3404
C -4.0027 5.3444 2.7599
O -4.5398 6.0599 1.6578
H -4.5265 5.6458 3.6675
H -4.1402 4.2716 2.6038
H -2.9394 5.5745 2.8631
H -4.0570 5.7729 0.8705
C 0.6214 5.2241 2.1924
O 1.8288 4.4767 2.2646
H 0.8633 6.2854 2.2427
H 0.1116 5.0144 1.2485
H -0.0274 4.9619 3.0325
H 1.5892 3.5444 2.2185
C -3.5537 2.4696 -8.0733
O -4.2924 2.9416 -6.9555
H -2.5587 2.1757 -7.7398
H -4.0601 1.6042 -8.5086
H -3.4658 3.2652 -8.8177
H -5.1648 3.1934 -7.2783
C -6.8382 9.2627 2.4780
O -5.5512 9.0575 3.0399
H -7.0185 10.3346 2.3972
H -6.8833 8.8129 1.4827
H -7.5999 8.8163 3.1229
H -5.4160 8.1043 3.0998
C 7.8558 2.0766 -3.5766
O 7.7286 0.6952 -3.8874
H 8.6827 2.2038 -2.8784
H 8.0624 2.6435 -4.4877
H 6.9341 2.4387 -3.1140
H 6.9930 0.6089 -4.5043
C 5.2327 -2.5471 4.8717
O 4.7791 -3.4487 3.8710
H 6.0657 -1.9698 4.4716
H 4.4239 -1.8671 5.1517
H 5.5693 -3.1058 5.7485
H 4.0448 -3.9461 4.2486
```

## Properties
SMILES: CCSC[C@]1(C(F)(F)F)[C@H](I)[C@@H](Cl)OS(=O)(=O)[C@H]1P(O)(O)=S.CO.CO.CO.CO.CO.CO.CO.CO.CO.CO.CO
Kohn-Sham gap: 0.305 Ha
lowest unoccupied orbital energy: -0.80 eV
HOMO energy: -9.105 eV
multiplicity: 1
max |F|: 6.84 eV Å⁻¹

Mulliken population analysis, charges in e, atoms 1 to 4: number 1, C, carries -0.769; number 2, C, carries -0.253; number 3, S, carries -0.059; number 4, C, carries -1.448

=====

No. 2
Computed, not measured: a gas-phase ion, C7H14ClN4 (charge +1) at a distorted geometry, with wB97M-V/def2-TZVPD.

```
26
C7H14ClN4 (wB97M-V/def2-TZVPD)
C 0.8855 -0.1819 -1.9462
C -0.1761 -1.0275 -0.0157
C 2.0014 0.1112 0.0525
C -3.1852 -0.1670 -0.1602
C 2.6559 2.6031 -0.1052
C -1.2694 -1.7316 0.6284
C -2.5782 -0.9972 1.0175
N 1.8574 0.3984 -1.3641
N -0.1003 -0.9695 -1.3417
N 0.8264 -0.4356 0.6856
N 2.1941 1.4870 0.8241
Cl 3.3677 -0.9554 0.4752
H 0.5578 0.0852 -2.9220
H -2.5242 0.6879 -0.3510
H -4.1079 0.3435 0.0890
H -3.2239 -0.5656 -1.1428
H 3.6355 2.5317 -0.4615
H 1.8883 2.6793 -0.8904
H 2.5335 3.4354 0.5390
H -0.9669 -2.0592 1.6760
H -1.5226 -2.6766 0.1203
H -2.2835 -0.4861 1.8751
H -3.2470 -1.8301 1.2919
H -0.7962 -1.4115 -1.9324
H 0.9044 -0.3757 1.7272
H 2.6735 1.5077 1.6313
```

## Properties
SMILES: CCCC1=[NH+][C@](Cl)(NC)N=CN1
charge: +1
Kohn-Sham gap: 0.314 Ha
lowest unoccupied orbital energy: -4.29 eV
relative energy (zero: lowest compared OMol25 entry of this formula, charge and spin): 0.000 eV
HOMO energy: -12.825 eV
multiplicity: 1
max |F|: 7.35 eV Å⁻¹

natural (NBO) population analysis, charges in e, atoms 1 to 4: number 1, C, carries 0.302; number 2, C, carries 0.590; number 3, C, carries 0.368; number 4, C, carries -0.636

=====

No. 3
Computed, not measured: a molecular structure, C32H34N3OS2Zr, with wB97M-V/def2-TZVPD.

```
73
C32H34N3OS2Zr (wB97M-V/def2-TZVPD)
Zr -0.4571 -0.4309 -0.0020
C -0.0420 -3.9681 -1.8530
C 0.1213 -2.5662 -2.4228
C 1.5329 -2.0455 -2.4141
C 2.2848 -2.0814 -3.5787
C 3.6107 -1.6680 -3.5710
C 4.1931 -1.2151 -2.4019
C 3.4811 -1.1594 -1.2021
C 4.1985 -0.6816 0.0370
C 5.1894 -1.7156 0.5728
C 2.1557 -1.5965 -1.2445
N 1.3214 -1.5274 -0.0595
C 1.6530 -2.1038 1.0948
C 0.8288 -1.9090 2.1944
C 0.8835 -2.3923 3.5038
C -0.2419 -1.8994 4.1654
C -0.9472 -1.1380 3.2453
N -0.3370 -1.1172 2.0331
H -1.0772 -4.3056 -1.9068
H 0.2997 -4.0301 -0.8163
H 0.5640 -4.6713 -2.4244
H -0.5960 -1.8742 -1.9185
H -0.2643 -2.5148 -3.4434
H 1.8357 -2.4426 -4.4953
H 4.1904 -1.6993 -4.4836
H 5.2270 -0.8921 -2.4116
H 3.4904 -0.3914 0.8182
H 4.7399 0.2337 -0.2133
H 4.7037 -2.6573 0.8396
H 5.7156 -1.3426 1.4497
H 5.9358 -1.9582 -0.1830
H 2.5585 -2.7014 1.1534
H 1.6560 -3.0283 3.9093
H -0.5214 -2.0730 5.1915
H -1.8738 -0.6062 3.4078
S -3.9546 -3.5487 0.2808
C -4.5564 -2.2066 -0.5900
C -3.6112 -1.2455 -0.6802
N -2.3975 -1.5904 -0.1063
C -2.4625 -2.8116 0.4227
H -5.5681 -2.1883 -0.9636
H -3.7232 -0.2851 -1.1568
H -1.6288 -3.2867 0.9204
O -0.5742 0.7176 -1.6854
S -0.7744 2.0756 -2.4472
C -2.4655 2.5410 -2.0864
C -2.8616 2.8714 -0.6767
C -2.7450 1.9917 0.4014
C -3.2015 2.3092 1.6650
C -3.7992 3.5485 1.8792
C -3.9188 4.4435 0.8296
C -3.4574 4.1059 -0.4388
C 0.2523 3.2283 -1.4852
C 0.4098 2.8861 -0.0329
C 1.1782 1.7630 0.3480
C 1.3937 1.4998 1.7026
C 0.8360 2.3209 2.6794
C 0.1033 3.4285 2.2950
C -0.1129 3.7105 0.9450
H -3.0377 1.7236 -2.5384
H -2.6166 3.3991 -2.7499
H -2.2719 1.0073 0.2604
H -3.1040 1.6073 2.4828
H -4.1755 3.8065 2.8599
H -4.3864 5.4061 0.9871
H -3.5863 4.8084 -1.2539
H -0.2204 4.2023 -1.6367
H 1.2029 3.2301 -2.0214
H 1.7544 1.2231 -0.4044
H 2.0313 0.6711 1.9818
H 1.0187 2.1193 3.7262
H -0.2976 4.0982 3.0449
H -0.6846 4.5886 0.6715
```

## Properties
charge: +3
Kohn-Sham gap: 0.241 Ha
lowest unoccupied orbital energy: -10.08 eV
relative energy (zero: lowest compared OMol25 entry of this formula, charge and spin): 0.000 eV
HOMO energy: -16.634 eV
multiplicity: 1
max |F|: 0.76 eV Å⁻¹

natural (NBO) population analysis, charges in e, atoms 1 to 4: number 1, Zr, carries 2.467; number 2, C, carries -0.612; number 3, C, carries -0.347; number 4, C, carries -0.040

=====

No. 4
Computed, not measured: C29H59N2O in the gas phase at a distorted geometry, with wB97M-V/def2-TZVPD.

```
91
C29H59N2O (wB97M-V/def2-TZVPD)
C 1.8868 4.8797 1.0641
C 0.3451 5.0875 0.8173
C -0.2511 4.2186 -0.3530
C -1.6052 4.9066 -0.8167
C -2.7853 4.5445 0.1830
C -3.4812 3.2253 -0.3511
C -4.7995 2.8939 0.4673
C -5.0600 1.3524 0.5946
C -3.8568 0.5326 1.1973
C -3.2043 1.1669 2.4813
C -4.0115 0.6930 3.7600
C -3.1487 -0.3155 4.6142
C -2.5490 -1.5042 3.7560
C -0.9847 -1.3356 3.6102
C -0.5008 -1.3884 2.0934
C 1.0453 -1.1344 2.1004
C 1.6908 -0.9184 0.6751
C 2.5834 -2.1710 0.3334
C 2.9853 -2.3094 -1.1832
C 4.3698 -3.1211 -1.2172
C 4.3906 -4.3469 -0.2152
N 5.4208 -5.3606 -0.5303
C 1.9773 -3.1502 -2.0616
C 0.6518 -2.4111 -2.4667
C -0.3774 -2.6407 -1.2548
C -0.0548 -3.0934 -3.7175
N 0.7858 -0.9406 -2.6242
O -0.0691 -0.4719 -3.4840
C 2.1569 -0.5016 -2.9575
C 2.6486 -0.9018 -4.4032
C 2.1272 1.0908 -2.9364
C 3.2518 -0.9254 -1.9072
H 2.1190 4.6349 2.1342
H 2.3372 4.0562 0.4540
H 2.4695 5.8019 0.8215
H -0.1874 4.9186 1.7868
H 0.1813 6.1632 0.5612
H 0.4945 4.1880 -1.1794
H -0.4534 3.1804 0.0192
H -1.8492 4.6405 -1.8753
H -1.4796 6.0204 -0.7650
H -3.5502 5.3548 0.2491
H -2.2999 4.3430 1.1742
H -3.7131 3.3454 -1.4404
H -2.7142 2.4178 -0.2569
H -4.6936 3.3176 1.4915
H -5.6353 3.3622 -0.1143
H -5.2202 0.9629 -0.4467
H -5.9835 1.1277 1.1899
H -3.0860 0.4112 0.3947
H -4.2571 -0.4873 1.4378
H -3.2043 2.2812 2.4884
H -2.1305 0.8513 2.5258
H -4.9630 0.1830 3.4810
H -4.2584 1.5837 4.3935
H -3.7958 -0.7339 5.4289
H -2.3538 0.2899 5.1195
H -2.7174 -2.4472 4.3404
H -3.0544 -1.6342 2.7730
H -0.4458 -2.1299 4.1797
H -0.6693 -0.3278 3.9816
H -1.0577 -0.6525 1.4644
H -0.7735 -2.4178 1.7405
H 1.5204 -2.0539 2.5418
H 1.3155 -0.2967 2.7839
H 2.3991 -0.0513 0.7814
H 0.9711 -0.6294 -0.1230
H 2.0989 -3.1099 0.6960
H 3.5332 -2.0479 0.9214
H 5.1680 -2.3701 -1.0084
H 4.5005 -3.4862 -2.2746
H 3.3686 -4.7741 -0.0601
H 4.6735 -3.9060 0.7793
H 6.2472 -5.1426 0.0178
H 5.6114 -5.2962 -1.5265
H 2.5197 -3.4158 -3.0103
H 1.7350 -4.1182 -1.5626
H -1.1113 -3.4280 -1.5737
H -0.9606 -1.7103 -1.0767
H 0.1328 -3.0443 -0.3537
H -1.1345 -2.7995 -3.6506
H -0.0109 -4.2004 -3.6170
H 0.3081 -2.6969 -4.6897
H 2.2713 -1.8795 -4.7747
H 3.7660 -0.9436 -4.4912
H 2.3402 -0.0795 -5.1016
H 1.5750 1.4918 -3.8132
H 3.1977 1.4099 -3.0423
H 1.6824 1.4416 -1.9761
H 4.2368 -1.0352 -2.4329
H 3.4121 -0.0824 -1.1833
```

## Properties
Kohn-Sham gap (spin up / spin down): 0.344 / 0.343 Ha
<S²>: 0.754
lowest unoccupied orbital energy (spin up / spin down): 0.65 / 0.02 eV
HOMO energy (spin up / spin down): -8.710 / -9.318 eV
multiplicity: 2
max |F|: 3.16 eV Å⁻¹

Mulliken population analysis, charges in e, atoms 1 to 4: number 1, C, carries -1.032; number 2, C, carries -0.324; number 3, C, carries -0.117; number 4, C, carries -0.900

=====

No. 5
Computed, not measured: a molecular structure, C17H10BrClNO4S2Tl at a distorted geometry, with wB97M-V/def2-TZVPD.

```
37
C17H10BrClNO4S2Tl (wB97M-V/def2-TZVPD)
Tl -0.2079 -0.6481 -2.1792
Br 2.9173 -0.3551 -1.3986
C 3.0387 -2.0322 -0.5112
C 4.2200 -2.2960 0.1205
C 4.3963 -3.5219 0.7938
C 3.3840 -4.4333 0.8114
C 2.1502 -4.1654 0.1660
C 1.1011 -5.1137 0.2239
C -0.0863 -4.8534 -0.3949
C -0.2647 -3.6433 -1.1007
C 0.6993 -2.6641 -1.1924
C 1.9379 -2.9394 -0.5332
H 5.0077 -1.5552 0.1161
H 5.3338 -3.7237 1.2988
H 3.4993 -5.3781 1.3333
H 1.2593 -6.0328 0.7793
H -0.9002 -5.5698 -0.3331
H -1.2345 -3.4832 -1.5708
S 0.6926 0.4418 1.5537
C -2.6326 2.2863 -0.4361
N -1.2975 -0.2231 -0.1270
C -3.7900 -0.1397 0.0835
C -4.2943 -1.4622 0.5145
C -5.7479 -1.6364 0.5512
C -6.5374 -0.7271 -0.0462
C -6.0307 0.5212 -0.5768
C -4.7404 0.8726 -0.4111
S -4.1666 2.4719 -0.8803
H -3.6634 -2.0414 1.1813
H -6.1690 -2.5001 1.0527
H -7.6104 -0.8872 -0.0807
H -6.7274 1.2237 -1.0226
O -3.1339 1.2305 1.8795
Cl -2.1565 0.6182 0.7919
O -3.6951 -1.2345 -0.7765
O -0.6227 1.0493 2.1365
O -1.8809 3.0182 -0.9701
```

## Properties
charge: -2
Kohn-Sham gap (spin up / spin down): 0.161 / 0.155 Ha
lowest unoccupied orbital energy (spin up / spin down): 4.53 / 4.55 eV
relative energy (zero: lowest compared OMol25 entry of this formula, charge and spin): 10.680 eV
HOMO energy (spin up / spin down): 0.148 / 0.326 eV
multiplicity: 1
max |F|: 5.45 eV Å⁻¹

natural (NBO) population analysis, charges in e, atoms 1 to 4: number 1, Tl, carries 0.550; number 2, Br, carries 0.077; number 3, C, carries -0.037; number 4, C, carries -0.279

=====

No. 6
Computed, not measured: a molecular structure, C16H38AlO11P2 at a distorted geometry, with wB97M-V/def2-TZVPD.

```
68
C16H38AlO11P2 (wB97M-V/def2-TZVPD)
Al 1.6238 0.0674 -1.6427
C 1.7202 2.3725 5.3719
C 1.7169 0.9767 4.7863
O 1.6702 0.9172 3.3381
P 2.8899 0.7708 2.3639
O 2.5389 0.2686 1.0349
O 3.9137 -0.1067 3.1657
C 4.9813 -0.8341 2.5807
C 4.5356 -2.2367 2.1004
O 3.5753 2.1992 2.5313
C 3.7907 3.1638 1.5132
C 2.9670 4.4543 1.7350
H 0.7804 2.8847 5.1627
H 1.7910 2.3100 6.4569
H 2.5502 2.9784 5.0056
H 2.5763 0.4027 5.1303
H 0.8167 0.4496 5.1169
H 5.5246 -0.2733 1.8161
H 5.7737 -1.0280 3.3086
H 5.1506 -2.5489 1.2609
H 4.6116 -2.9324 2.9355
H 3.4683 -2.2712 1.8743
H 4.8551 3.4385 1.5748
H 3.6410 2.7520 0.5149
H 2.0797 4.4546 1.0991
H 2.6457 4.5200 2.7714
H 3.6017 5.2903 1.4568
C -3.0544 0.7480 3.2114
C -2.1223 -0.1108 2.3969
O -2.6398 -0.2757 1.0921
P -1.8415 -1.1614 0.0631
O -0.3963 -0.8330 -0.0011
O -2.1488 -2.6067 0.5841
C -1.8374 -3.8117 -0.1706
C -2.9456 -4.2281 -1.1128
O -2.5676 -0.9639 -1.2949
C -4.0568 -0.9245 -1.3676
C -4.5769 0.4676 -1.2579
H -2.6704 0.9434 4.2087
H -3.1862 1.7070 2.6953
H -4.0595 0.3216 3.2635
H -1.1209 0.3601 2.4100
H -2.0044 -1.0827 2.9131
H -0.8545 -3.7043 -0.6316
H -1.7458 -4.6037 0.5764
H -2.7531 -5.2170 -1.5350
H -3.8937 -4.3672 -0.5943
H -3.0108 -3.5565 -1.9704
H -4.2893 -1.3935 -2.3204
H -4.4354 -1.6057 -0.6046
H -4.5771 0.8709 -0.2446
H -4.0114 1.2032 -1.8343
H -5.6083 0.5433 -1.6045
C -3.2246 -0.5841 -5.2721
C -1.8285 -1.1378 -5.1320
O -0.9099 -0.3607 -5.8856
C 0.1605 0.1978 -5.3517
O 0.3799 0.2678 -4.1448
O 0.9284 0.6347 -6.2980
C 2.0739 1.4535 -6.0066
H -3.4224 -0.2474 -6.2889
H -3.3092 0.3119 -4.6429
H -3.9953 -1.2745 -4.9389
H -1.7586 -2.1976 -5.4187
H -1.5217 -1.1758 -4.0814
H 1.7417 2.4417 -5.6902
H 2.6488 1.4314 -6.9214
H 2.6549 1.0808 -5.1604
```

## Properties
charge: +3
Kohn-Sham gap: 0.080 Ha
lowest unoccupied orbital energy: -16.05 eV
HOMO energy: -18.229 eV
multiplicity: 1
max |F|: 1.98 eV Å⁻¹

natural (NBO) population analysis, charges in e, atoms 1 to 4: number 1, Al, carries 1.285; number 2, C, carries -0.633; number 3, C, carries -0.065; number 4, O, carries -0.733